Entry 1:
88
Properties=species:S:1:pos:R:3 method="wB97M-V/def2-TZVPD" de_lowest_kcal_mol=108.6 multiplicity=2 charge=-1 e_homo_ev="-2.32 / -3.13" homo_lumo_gap_ha="0.1744 / 0.2040" lumo_ev="2.421 / 2.416"
Ce -0.065 0.020 1.380
P 0.032 0.589 -0.904
Cl 0.771 2.227 1.696
C -1.764 0.678 1.507
H -2.693 0.099 1.481
H -1.889 1.749 1.709
C 1.856 0.835 -1.162
C -0.805 2.231 -1.170
C 2.400 0.923 -2.596
H 2.008 1.800 -0.657
C 3.896 1.276 -2.574
H 2.273 -0.043 -3.100
H 1.849 1.666 -3.179
C 4.697 0.252 -1.761
H 4.277 1.333 -3.600
H 4.021 2.273 -2.129
C 4.142 0.123 -0.337
H 4.644 -0.726 -2.261
H 5.756 0.535 -1.730
C 2.646 -0.214 -0.352
H 4.689 -0.645 0.222
H 4.279 1.070 0.201
H 2.492 -1.213 -0.781
H 2.287 -0.246 0.690
C -0.651 -0.528 -2.240
C -2.325 2.083 -1.362
H -0.642 2.686 -0.185
C -3.004 3.456 -1.255
H -2.556 1.647 -2.342
H -2.732 1.402 -0.604
C -2.408 4.442 -2.267
H -4.084 3.350 -1.412
H -2.862 3.846 -0.238
C -0.890 4.567 -2.086
H -2.624 4.089 -3.286
H -2.883 5.425 -2.164
C -0.192 3.202 -2.194
H -0.471 5.255 -2.830
H -0.677 4.994 -1.097
H -0.293 2.822 -3.217
H 0.878 3.325 -1.995
C 0.040 -1.902 -2.318
H -1.688 -0.693 -1.905
C -0.708 -2.844 -3.272
H 1.069 -1.766 -2.674
H 0.101 -2.364 -1.332
C -0.839 -2.239 -4.673
H -0.190 -3.810 -3.317
H -1.710 -3.039 -2.863
C -1.489 -0.853 -4.607
H 0.160 -2.147 -5.122
H -1.420 -2.903 -5.324
C -0.721 0.080 -3.657
H -1.534 -0.402 -5.605
H -2.525 -0.951 -4.253
H 0.293 0.229 -4.042
H -1.203 1.059 -3.641
C 0.033 -2.416 1.166
C -1.279 -2.050 0.945
H 0.751 -2.333 0.354
C -2.366 -2.429 1.918
H -1.598 -1.770 -0.055
C -1.808 -2.783 3.299
H -3.117 -1.633 1.994
H -2.902 -3.295 1.496
C -0.699 -3.830 3.155
H -1.400 -1.880 3.767
H -2.614 -3.160 3.939
C 0.471 -3.296 2.311
H -0.329 -4.138 4.138
H -1.120 -4.725 2.676
H 1.177 -2.751 2.945
H 1.027 -4.134 1.867
C 2.600 -0.698 3.811
C 1.313 -0.390 4.493
C 1.186 -0.334 5.863
C -0.112 0.016 6.118
C -0.732 0.163 4.894
C -2.172 0.564 4.799
N 0.139 -0.107 3.874
H 3.358 0.067 4.077
H 2.462 -0.704 2.724
H 2.966 -1.696 4.130
H 1.961 -0.515 6.597
H -0.558 0.160 7.094
H -2.792 -0.178 5.346
H -2.311 1.560 5.268
H -2.553 0.608 3.779

Entry 2:
106
Properties=species:S:1:pos:R:3 method="wB97M-V/def2-TZVPD" multiplicity=1 charge=0 smiles=NCCc1ccc(CCCS)c2nccnc12.ClCCCl.ClCCCl.ClCCCl.ClCCCl.ClCCCl.ClCCCl.ClCCCl.ClCCCl.ClCCCl e_homo_ev=-8.09 homo_lumo_gap_ha=0.3023 lumo_ev=0.134
N 7.146 -1.828 -0.972
C 5.828 -2.014 -1.584
C 5.433 -0.919 -2.618
C 4.081 -0.337 -2.295
C 3.031 -0.465 -3.170
C 1.743 0.031 -2.864
C 1.501 0.660 -1.669
C 0.117 1.145 -1.316
C -0.948 0.047 -1.507
C -0.583 -1.277 -0.873
S -1.807 -2.565 -1.225
C 2.577 0.845 -0.754
N 2.335 1.476 0.432
C 3.363 1.614 1.221
C 4.648 1.118 0.910
N 4.913 0.482 -0.196
C 3.868 0.345 -1.066
H 7.832 -1.748 -1.711
H 7.117 -0.954 -0.461
H 5.094 -2.027 -0.787
H 5.790 -2.996 -2.046
H 5.346 -1.419 -3.580
H 6.186 -0.136 -2.641
H 3.183 -0.963 -4.116
H 0.961 -0.098 -3.603
H 0.079 1.483 -0.286
H -0.097 1.993 -1.965
H -1.857 0.397 -1.014
H -1.192 -0.057 -2.559
H 0.343 -1.702 -1.250
H -0.476 -1.177 0.206
H -2.964 -1.986 -0.881
H 3.209 2.114 2.174
H 5.447 1.252 1.629
Cl -6.017 -1.152 0.152
C -6.247 -2.796 0.808
C -5.510 -2.982 2.109
Cl -3.751 -2.951 1.860
H -5.911 -3.505 0.056
H -7.316 -2.934 0.962
H -5.764 -3.948 2.542
H -5.762 -2.205 2.827
Cl -0.676 -0.836 3.527
C -1.167 -0.981 5.234
C -2.421 -1.801 5.399
Cl -3.850 -0.977 4.729
H -1.296 0.022 5.631
H -0.346 -1.463 5.762
H -2.614 -1.966 6.458
H -2.331 -2.765 4.905
Cl -8.268 3.269 -3.763
C -7.907 2.209 -2.374
C -7.549 0.810 -2.796
Cl -8.942 -0.066 -3.487
H -8.773 2.216 -1.717
H -7.065 2.654 -1.848
H -7.217 0.248 -1.926
H -6.754 0.811 -3.538
Cl 1.873 6.920 2.027
C 2.690 6.437 3.541
C 4.047 5.835 3.285
Cl 3.928 4.251 2.471
H 2.039 5.744 4.066
H 2.795 7.335 4.146
H 4.556 5.671 4.233
H 4.662 6.485 2.669
Cl 6.252 -6.139 -2.309
C 5.966 -6.283 -0.553
C 4.509 -6.136 -0.202
Cl 3.928 -4.474 -0.480
H 6.573 -5.532 -0.053
H 6.312 -7.271 -0.254
H 4.360 -6.355 0.853
H 3.889 -6.809 -0.782
Cl -0.824 0.791 -4.935
C -1.711 1.284 -6.405
C -3.035 1.926 -6.077
Cl -4.184 0.755 -5.380
H -1.838 0.401 -7.025
H -1.078 1.993 -6.936
H -3.485 2.316 -6.988
H -2.919 2.741 -5.368
Cl 0.190 6.876 6.164
C -0.724 7.463 4.745
C -2.057 8.047 5.132
Cl -3.185 6.807 5.736
H -0.837 6.632 4.054
H -0.113 8.227 4.268
H -2.519 8.501 4.258
H -1.948 8.805 5.903
Cl -1.804 3.320 -2.889
C -2.323 4.627 -1.795
C -3.605 4.285 -1.085
Cl -4.988 4.237 -2.210
H -2.424 5.537 -2.380
H -1.524 4.769 -1.067
H -3.826 5.045 -0.339
H -3.540 3.319 -0.591
Cl 3.451 -9.435 -0.517
C 2.695 -10.284 0.856
C 1.576 -9.483 1.469
Cl 2.174 -8.021 2.296
H 3.472 -10.503 1.583
H 2.304 -11.225 0.471
H 1.065 -10.086 2.217
H 0.854 -9.171 0.719

no.,maximum force (Eh/bohr)
1,0.21684
2,0.02044